1.
Here is a structure of composition H2MgO from the Open Molecules 2025 dataset. Energies are from ωB97M-V with the def2-TZVPD basis set.

Values from the calculation:
LUMO, Ha: -0.53102
Gap between HOMO and LUMO, Eh: 0.314
Total charge: +2
Energy relative to the best compared isomer or geometry (same formula, charge and spin), kJ/mol: 76.9

Last column: Löwdin charge in e.
Atoms and positions in Å:
O (-0.27170, -0.06003, 0.17937)  -0.04
H (0.10234, -0.69957, 0.82693)  0.11
Mg (1.38223, 0.71693, -1.45381)  1.80
H (-1.21287, 0.04268, 0.44752)  0.13

Cartesian forces, eV/Å:
1.430 -0.140 -0.394
-0.332 0.349 -0.306
-1.470 -0.470 1.179
0.372 0.261 -0.478

=====

2.
Here is the molecule H2N2 from the Open Molecules 2025 dataset. Energies are from ωB97M-V with the def2-TZVPD basis set.

Values from the calculation:
LUMO, Ha: 0.02997
Gap between HOMO and LUMO, Eh: 0.394
Total charge: 0
Energy relative to the best compared isomer or geometry (same formula, charge and spin), kJ/mol: 15.8

Last column: Löwdin charge in e.
Atoms and positions in Å:
H (0.87183, 0.48748, 0.03460)  0.01
N (-0.58219, -0.50486, 0.00666)  -0.04
H (-0.94284, 0.49293, -0.03364)  0.06
N (0.65321, -0.47554, -0.00763)  -0.03

Cartesian forces, eV/Å:
1.589 1.564 -0.169
-0.654 0.473 -0.414
-0.181 -1.013 0.258
-0.754 -1.024 0.325

=====

3.
Here is a cluster of 2 separate species, H2N2O2 in total from the Open Molecules 2025 dataset. Energies are from ωB97M-V with the def2-TZVPD basis set.

Values from the calculation:
LUMO (alpha / beta), Ha: -0.06813 / -0.06459
Gap between HOMO and LUMO (alpha / beta), Eh: 0.300 / 0.303
Total charge: 0
Energy relative to the best compared isomer or geometry (same formula, charge and spin), kJ/mol: 782.9

Last column: Löwdin charge in e.
Atoms and positions in Å:
H (0.46890, 0.78567, 0.46741)  0.01
O (1.29219, 0.37884, 0.07113)  -0.14
O (0.84292, -1.07938, -0.38962)  -0.06
H (-0.91237, 0.94324, -0.35483)  -0.09
N (-1.52147, 0.49168, 0.32231)  0.13
N (-0.17018, -1.52005, -0.11641)  0.15

Cartesian forces, eV/Å:
1.276 -0.698 -0.074
-0.321 2.371 0.959
-1.022 -2.551 -0.534
0.050 0.436 -0.878
-0.766 -0.257 0.630
0.783 0.698 -0.103

=====

4.
Here is a cluster of 2 separate species, H2N2O2S in total from the Open Molecules 2025 dataset. Energies are from ωB97M-V with the def2-TZVPD basis set.

Values from the calculation:
LUMO (alpha / beta), Ha: -0.13288 / -0.13224
Gap between HOMO and LUMO (alpha / beta), Eh: 0.238 / 0.239
Total charge: 0
Energy relative to the best compared isomer or geometry (same formula, charge and spin), kJ/mol: 514.1

Last column: Löwdin charge in e.
Atoms and positions in Å:
S (-0.97080, -1.19398, 0.16331)  0.77
H (2.05259, -1.31578, -0.22472)  0.02
O (-0.71040, 1.32336, -0.25345)  0.00
N (-1.45426, 0.51735, 0.18834)  -0.82
N (1.79695, -0.29827, 0.19410)  0.07
O (-2.60045, 0.62025, 0.54923)  -0.02
H (1.88636, 0.34706, -0.61681)  -0.02

Cartesian forces, eV/Å:
2.576 0.996 0.116
-0.609 2.896 1.031
0.345 1.433 -0.038
-0.228 -2.004 -0.463
-1.138 -3.469 -1.093
-0.394 0.658 0.280
-0.551 -0.509 0.168

=====

5.
Here is a cluster of 2 separate species, H2N2O3 in total from the Open Molecules 2025 dataset. Energies are from ωB97M-V with the def2-TZVPD basis set.

Values from the calculation:
LUMO, Ha: 0.04043
Gap between HOMO and LUMO, Eh: 0.421
Total charge: 0
Energy relative to the best compared isomer or geometry (same formula, charge and spin), kJ/mol: 21.2

Last column: Löwdin charge in e.
Atoms and positions in Å:
H (-0.67634, -1.13459, 0.34322)  0.01
O (-1.36608, -0.55595, 0.59520)  -0.10
H (-2.22698, 0.37877, -0.68356)  0.12
N (1.21620, -0.56704, -0.24118)  0.24
O (-1.25004, 0.38402, -0.46927)  -0.13
O (2.50226, 1.14726, 0.41429)  0.15
N (1.80098, 0.34753, 0.04131)  -0.29

Cartesian forces, eV/Å:
1.220 -1.292 -0.258
-0.911 0.613 0.980
1.628 0.464 -0.199
0.170 0.570 -0.336
-2.410 0.312 -0.467
2.783 4.197 1.346
-2.480 -4.864 -1.066

=====

6.
Here is the molecule H2N2O3 from the Open Molecules 2025 dataset. Energies are from ωB97M-V with the def2-TZVPD basis set.

Values from the calculation:
LUMO, Ha: -0.01076
Gap between HOMO and LUMO, Eh: 0.359
Total charge: 0
Energy relative to the best compared isomer or geometry (same formula, charge and spin), kJ/mol: 97.7

Last column: Löwdin charge in e.
Atoms and positions in Å:
H (1.09504, 1.30206, 0.43874)  0.13
N (-1.07604, 0.55232, -0.44239)  -0.02
H (0.68443, -1.61955, 0.43386)  0.11
O (0.24246, -0.84236, 0.73547)  0.07
N (0.09341, -0.11368, -0.36144)  -0.31
O (1.00036, 0.90036, -0.47010)  0.00
O (-2.03965, -0.17915, -0.33414)  0.02

Cartesian forces, eV/Å:
-0.161 -0.357 -1.032
-3.844 -1.242 -0.273
0.486 -1.148 -0.129
-0.192 -0.318 1.811
0.533 1.412 -1.884
2.079 0.597 1.282
1.099 1.056 0.225

=====

7.
Here is a cluster of 2 separate species, H2N2O3S in total from the Open Molecules 2025 dataset. Energies are from ωB97M-V with the def2-TZVPD basis set.

Values from the calculation:
LUMO (alpha / beta), Ha: -0.10288 / -0.01855
Gap between HOMO and LUMO (alpha / beta), Eh: 0.188 / 0.381
Total charge: 0
Energy relative to the best compared isomer or geometry (same formula, charge and spin), kJ/mol: 284.0

Last column: Löwdin charge in e.
Atoms and positions in Å:
H (0.47893, -0.01363, -1.63665)  -0.01
N (0.53565, 0.82220, -1.15933)  -0.24
H (-0.17838, 1.48028, -1.38835)  0.05
O (1.92098, 1.68843, 0.97702)  -0.54
N (-1.56639, -1.69823, 1.29816)  -0.13
S (1.50046, 0.51369, 0.21552)  0.89
O (-2.16427, -1.76435, 0.24505)  0.04
O (-0.52698, -1.02841, 1.44859)  -0.05

Cartesian forces, eV/Å:
-0.267 -2.014 -1.365
1.555 1.363 1.662
-0.284 0.564 0.555
-0.351 0.318 -0.398
1.636 2.149 -2.941
-0.732 -0.256 -0.575
0.146 -0.589 2.006
-1.703 -1.535 1.055

=====

8.
Here is a cluster of 2 separate species, H2N2O3S in total from the Open Molecules 2025 dataset. Energies are from ωB97M-V with the def2-TZVPD basis set.

Values from the calculation:
LUMO, Ha: -0.04225
Gap between HOMO and LUMO, Eh: 0.336
Total charge: 0
Energy relative to the best compared isomer or geometry (same formula, charge and spin), kJ/mol: 141.1

Last column: Löwdin charge in e.
Atoms and positions in Å:
N (1.05059, 0.51224, 0.27708)  -0.30
S (1.58980, -0.69446, -0.42054)  0.88
H (-0.75723, 0.96990, -0.24916)  0.00
O (-3.05977, -0.84968, -0.09106)  0.01
N (-2.09473, -0.20444, 0.25473)  -0.10
H (1.73365, 0.73546, 1.01183)  0.04
O (2.95041, -0.95263, -0.05460)  -0.48
O (-1.41272, 0.48361, -0.72827)  -0.05

Cartesian forces, eV/Å:
-0.503 0.526 0.954
0.094 0.036 -0.593
1.134 0.380 0.917
2.993 2.124 -0.203
-1.875 -1.300 0.494
-0.149 0.613 -0.132
0.980 -1.075 -0.051
-2.675 -1.305 -1.386

=====

9.
Here is the ion H2N2O4P with charge -1 from the Open Molecules 2025 dataset. Energies are from ωB97M-V with the def2-TZVPD basis set.

Values from the calculation:
LUMO, Ha: 0.15683
Gap between HOMO and LUMO, Eh: 0.365
Total charge: -1
Energy relative to the best compared isomer or geometry (same formula, charge and spin), kJ/mol: 60.8

Last column: Löwdin charge in e.
Atoms and positions in Å:
O (2.10919, -0.77615, -0.93871)  -0.03
O (0.45067, 1.63863, 1.03513)  -0.34
N (1.16230, -0.62367, -0.17856)  -0.44
O (-0.12328, 1.45460, -1.38553)  -0.32
N (-1.37350, -0.09201, 0.25257)  -0.05
O (1.02147, -1.44779, 0.69580)  -0.05
P (-0.02771, 0.83295, -0.10032)  0.20
H (-1.98229, -0.43165, -0.46879)  0.04
H (-1.23684, -0.55491, 1.08840)  0.00

Cartesian forces, eV/Å:
-0.311 1.138 -0.873
0.212 -0.777 0.881
1.856 -0.743 -0.333
-0.305 0.511 -3.345
0.334 1.955 -1.355
-1.037 -0.721 1.476
-0.583 0.438 1.734
0.182 -0.233 0.132
-0.349 -1.566 1.683

=====

10.
Here is the molecule H2N2O4S from the Open Molecules 2025 dataset. Energies are from ωB97M-V with the def2-TZVPD basis set.

Values from the calculation:
LUMO, Ha: -0.02835
Gap between HOMO and LUMO, Eh: 0.400
Total charge: 0
Energy relative to the best compared isomer or geometry (same formula, charge and spin), kJ/mol: 175.7

Last column: Löwdin charge in e.
Atoms and positions in Å:
O (-2.05648, 1.49411, -0.49426)  -0.25
H (0.17381, -0.61056, -0.41882)  0.11
N (0.29901, 2.40511, -0.29474)  -0.50
S (-0.96587, 1.42174, 0.43705)  0.68
N (-0.25382, -0.14350, 0.41295)  -0.05
O (-1.34842, 1.83772, 1.74899)  -0.24
O (0.17937, 3.58285, -0.25168)  0.12
O (1.16304, 1.77116, -0.80527)  0.08
H (0.19255, -0.45177, 1.24296)  0.06

Cartesian forces, eV/Å:
1.632 -0.335 -0.430
-0.865 1.400 0.704
0.788 0.565 0.070
-3.677 -3.246 0.460
-0.932 1.294 -1.012
1.928 -0.391 -0.071
-0.489 1.222 0.222
1.352 -0.742 -0.950
0.263 0.233 1.007

=====

> What is the formula in the ninth record?

H2N2O4P